Record 1
Formula: C6H8NaO3Rb
Source: the Open Molecules 2025 dataset
Level of theory: the ωB97M-V functional and the def2-TZVPD basis

Computed properties:
HOMO-LUMO gap (alpha / beta) (Eh): 0.13597 / 0.16278
⟨S²⟩: 0.750

```
! RIJCOSX wB97M-V def2-TZVPD def2/J DEFGRID3
* xyz -1 2
C -1.780 -1.522 0.852
C -1.126 -2.713 1.204
O 0.156 -2.868 1.312
H -1.266 -0.586 1.125
H -2.875 -1.532 0.804
H -1.760 -3.626 1.221
O -1.169 -1.073 -1.556
Na 0.737 -1.579 -0.451
C -1.020 0.274 -1.930
C 0.323 0.855 -1.570
C 0.610 1.316 -0.281
C 1.860 1.634 0.260
O 2.056 2.400 1.292
Rb 4.612 4.378 4.187
H -1.781 0.858 -1.361
H -1.233 0.443 -3.008
H 1.142 0.755 -2.293
H -0.241 1.399 0.410
H 2.754 1.187 -0.217
*
```

Record 2
Formula: C6H8O2
Source: the Open Molecules 2025 dataset
Level of theory: the ωB97M-V functional and the def2-TZVPD basis

Computed properties:
Energy above the lowest of the compared OMol25 structures with the same formula, charge and spin (eV): 3.017
HOMO-LUMO gap (Eh): 0.33529
SMILES string: C[C@H]1[C@H]2OC=CO[C@@H]12

```
! RIJCOSX wB97M-V def2-TZVPD def2/J DEFGRID3
* xyz 0 1
C 1.690 -0.083 1.209
C 1.509 0.060 -0.258
C 0.354 -0.627 -0.994
O -0.480 -1.424 -0.222
C -1.508 -0.766 0.383
C -1.648 0.576 0.351
O -0.593 1.400 0.066
C 0.381 0.873 -0.783
H 2.254 -1.038 1.474
H 0.646 -0.149 1.611
H 2.223 0.770 1.722
H 2.422 0.027 -0.865
H 0.575 -0.960 -2.061
H -2.208 -1.321 1.012
H -2.543 1.158 0.559
H 0.536 1.505 -1.649
*
```

Record 3
Formula: C6H8O2
Source: the Open Molecules 2025 dataset
Level of theory: the ωB97M-V functional and the def2-TZVPD basis

Computed properties:
Energy above the lowest of the compared OMol25 structures with the same formula, charge and spin (eV): 3.438
HOMO-LUMO gap (Eh): 0.36121

```
! RIJCOSX wB97M-V def2-TZVPD def2/J DEFGRID3
* xyz 0 1
C -0.795 -0.147 0.410
C -1.248 -0.713 -0.886
C 0.102 -1.067 -0.429
C 1.142 -0.013 -0.786
C 1.498 0.660 0.580
C 0.071 1.186 0.339
H -2.311 -0.502 1.563
H -1.357 -0.175 -1.772
H -2.026 -1.463 -0.764
H 0.308 -2.109 0.027
H 1.932 -0.217 -1.498
H 2.168 1.450 0.538
H 1.782 0.123 1.513
H -0.331 2.149 0.645
O -1.338 -0.402 1.599
O 0.403 1.243 -1.079
*
```

Record 4
Formula: C6H8O2
Source: the Open Molecules 2025 dataset
Level of theory: the ωB97M-V functional and the def2-TZVPD basis

Computed properties:
Energy above the lowest of the compared OMol25 structures with the same formula, charge and spin (eV): 3.706
HOMO-LUMO gap (Eh): 0.30650
SMILES string: C=C=C=O.CC(C)=O

```
! RIJCOSX wB97M-V def2-TZVPD def2/J DEFGRID3
* xyz 0 1
C -1.818 1.711 2.201
C -1.774 0.473 1.674
C -1.980 -0.478 0.887
O -1.952 -1.458 0.265
H -1.281 1.847 3.084
H -2.438 2.549 1.938
C 1.014 -0.095 -2.183
C 0.688 -0.016 -0.696
C 1.508 -1.100 0.096
O -0.200 0.658 -0.315
H 0.643 0.823 -2.612
H 0.558 -0.997 -2.644
H 2.005 -0.181 -2.384
H 1.535 -1.975 -0.531
H 1.038 -1.042 1.061
H 2.455 -0.719 0.161
*
```

Record 5
Formula: C6H8O2
Source: the Open Molecules 2025 dataset
Level of theory: the ωB97M-V functional and the def2-TZVPD basis

Computed properties:
Energy above the lowest of the compared OMol25 structures with the same formula, charge and spin (eV): 4.458
HOMO-LUMO gap (Eh): 0.37718
SMILES string: O[C@H]1C=C[C@@H]2CO[C@H]21

```
! RIJCOSX wB97M-V def2-TZVPD def2/J DEFGRID3
* xyz 0 1
O -0.540 1.574 1.315
C -0.420 1.319 -0.086
C 1.123 1.391 -0.187
C 1.565 0.091 -0.164
C 0.347 -0.792 0.119
C -0.525 -2.017 -0.045
O -1.653 -1.051 -0.430
C -0.650 -0.015 -0.629
H -1.443 1.402 1.634
H -0.880 2.056 -0.633
H 1.712 2.278 -0.278
H 2.624 -0.366 -0.070
H 0.253 -0.625 1.189
H -0.425 -2.708 -0.897
H -0.756 -2.562 0.859
H -0.333 0.023 -1.697
*
```

Record 6
Formula: C6H8O2
Source: the Open Molecules 2025 dataset
Level of theory: the ωB97M-V functional and the def2-TZVPD basis

Computed properties:
Energy above the lowest of the compared OMol25 structures with the same formula, charge and spin (eV): 6.552
HOMO-LUMO gap (Eh): 0.36383
SMILES string: O[C@@H]1[C@@H]2[C@H]1[C@H]1C[C@@H]2O1

```
! RIJCOSX wB97M-V def2-TZVPD def2/J DEFGRID3
* xyz 0 1
O 2.658 -0.251 -0.189
C 1.217 -0.680 -0.031
C 0.406 0.218 -0.874
C 0.411 0.451 0.644
C -0.781 0.189 1.046
C -1.831 1.029 0.197
C -1.157 -0.030 -0.983
O -1.216 -0.903 0.096
H 3.005 -0.744 0.524
H 1.014 -1.714 0.316
H 0.779 0.974 -1.659
H 1.386 0.937 1.073
H -0.919 -0.060 2.004
H -2.852 0.644 0.433
H -1.712 2.182 -0.061
H -1.816 -0.058 -1.872
*
```

Record 7
Formula: C6H8O2
Source: the Open Molecules 2025 dataset
Level of theory: the ωB97M-V functional and the def2-TZVPD basis

Computed properties:
Energy above the lowest of the compared OMol25 structures with the same formula, charge and spin (eV): 5.290
HOMO-LUMO gap (Eh): 0.33200
SMILES string: C=CO/C=C/OC=C

```
! RIJCOSX wB97M-V def2-TZVPD def2/J DEFGRID3
* xyz 0 1
C -1.468 -0.541 -2.536
C -1.682 0.625 -1.975
O -1.020 1.266 -0.987
C 0.021 0.808 -0.567
C 0.459 0.941 0.722
O 1.764 0.270 0.783
C 1.974 -0.324 1.933
C 0.919 -0.854 2.723
H -2.080 -0.760 -3.343
H -0.882 -1.482 -2.221
H -2.494 1.242 -2.490
H 0.443 0.024 -1.307
H -0.024 1.519 1.483
H 2.997 -0.258 2.290
H -0.069 -0.788 2.117
H 1.139 -1.688 3.376
*
```

Record 8
Formula: C6H8O2
Source: the Open Molecules 2025 dataset
Level of theory: the ωB97M-V functional and the def2-TZVPD basis

Computed properties:
Energy above the lowest of the compared OMol25 structures with the same formula, charge and spin (eV): 0.167
HOMO-LUMO gap (Eh): 0.33651
SMILES string: Oc1ccccc1.O

```
! RIJCOSX wB97M-V def2-TZVPD def2/J DEFGRID3
* xyz 0 1
O 0.848 -1.058 -1.132
C -0.300 -0.567 -0.563
C -1.511 -1.086 -1.024
C -2.709 -0.626 -0.483
C -2.708 0.350 0.516
C -1.496 0.864 0.971
C -0.291 0.408 0.435
H 1.620 -0.605 -0.714
H -1.495 -1.853 -1.809
H -3.658 -1.038 -0.849
H -3.656 0.710 0.939
H -1.480 1.632 1.756
H 0.663 0.814 0.795
O 5.003 0.745 0.471
H 5.553 1.211 -0.198
H 5.616 0.099 0.889
*
```

Record 9
Formula: C6H8O2
Source: the Open Molecules 2025 dataset
Level of theory: the ωB97M-V functional and the def2-TZVPD basis

Computed properties:
Energy above the lowest of the compared OMol25 structures with the same formula, charge and spin (eV): 4.482
HOMO-LUMO gap (Eh): 0.35711
SMILES string: CC1=C(C)C1C(=O)O

```
! RIJCOSX wB97M-V def2-TZVPD def2/J DEFGRID3
* xyz 0 1
C 1.456 0.745 1.581
C 0.836 0.190 0.329
C 0.170 0.692 -0.690
C -0.504 1.662 -1.590
C 0.210 -0.817 -0.471
C -0.969 -1.562 -0.009
O -1.962 -0.979 0.499
O -0.819 -3.015 0.103
H 2.198 0.040 1.993
H 0.717 0.453 2.363
H 1.544 1.885 1.617
H -0.703 2.591 -0.907
H 0.223 2.076 -2.481
H -1.422 0.765 -1.749
H 0.766 -1.608 -0.910
H -1.742 -3.118 0.320
*
```

Record 10
Formula: C6H8O2
Source: the Open Molecules 2025 dataset
Level of theory: the ωB97M-V functional and the def2-TZVPD basis

Computed properties:
Energy above the lowest of the compared OMol25 structures with the same formula, charge and spin (eV): 11.016
HOMO-LUMO gap (Eh): 0.36245

```
! RIJCOSX wB97M-V def2-TZVPD def2/J DEFGRID3
* xyz 0 1
C 1.072 -2.144 0.059
C -0.153 -1.333 -0.375
C -0.941 0.647 -0.372
C -1.023 2.186 -0.063
C 0.066 1.196 0.416
C 1.064 -0.718 0.204
H 0.993 -2.883 1.162
H 1.577 -2.462 -0.707
H -0.823 -1.328 0.538
H -2.211 0.249 -0.007
H -1.617 2.450 0.853
H -0.444 2.820 -0.596
H 0.790 1.339 -0.429
H 1.530 0.067 -0.484
O -0.612 -0.366 -1.444
O 0.733 0.279 1.244
*
```

Record 11
Formula: C6H8O4
Source: the Open Molecules 2025 dataset
Level of theory: the ωB97M-V functional and the def2-TZVPD basis

Computed properties:
Energy above the lowest of the compared OMol25 structures with the same formula, charge and spin (eV): 2.024
HOMO-LUMO gap (Eh): 0.36796
SMILES string: O=COCc1ccoc1.O

```
! RIJCOSX wB97M-V def2-TZVPD def2/J DEFGRID3
* xyz 0 1
O -0.482 1.990 2.014
C 0.305 2.139 1.102
O -0.056 1.868 -0.131
C 0.640 0.854 -0.990
C 0.647 -0.573 -0.559
C -0.271 -1.611 -0.956
C 0.250 -2.775 -0.485
O 1.416 -2.536 0.164
C 1.685 -1.220 0.046
H 1.378 2.375 1.243
H 0.228 0.975 -1.998
H 1.671 1.231 -1.051
H -1.131 -1.511 -1.612
H -0.059 -3.813 -0.554
H 2.676 -0.895 0.347
O -3.034 0.814 0.947
H -2.892 1.006 1.928
H -2.972 1.686 0.547
*
```

Record 12
Formula: C6H8O4Ru
Source: the Open Molecules 2025 dataset
Level of theory: the ωB97M-V functional and the def2-TZVPD basis

Computed properties:
Energy above the lowest of the compared OMol25 structures with the same formula, charge and spin (eV): 0.000
HOMO-LUMO gap (alpha / beta) (Eh): 0.29629 / 0.22612
⟨S²⟩: 8.766

```
! RIJCOSX wB97M-V def2-TZVPD def2/J DEFGRID3
* xyz 1 6
O -0.248 0.574 -2.391
C -1.245 0.289 -2.981
C -2.124 0.088 -3.926
H -0.948 -0.453 1.946
H -1.854 -0.535 -4.780
H -2.992 0.745 -3.987
O 1.473 -1.325 -0.883
C 1.852 -1.904 0.234
C 1.549 -1.418 1.458
O 1.104 -0.098 1.455
C -0.037 0.287 2.204
C -0.332 1.701 1.713
O -0.376 1.780 0.331
Ru 0.547 0.362 -0.541
H 2.373 -2.871 0.169
H 1.881 -1.824 2.413
H 0.159 0.233 3.285
H 0.493 2.350 2.080
H -1.274 2.019 2.202
*
```

Number 1: energy -17562.79169 eV. Number 2: energy -10443.70907 eV. Number 3: energy -10443.28827 eV. Number 4: energy -10443.02011 eV. Number 5: energy -10442.26879 eV. Number 6: energy -10440.17425 eV. Number 7: energy -10441.43654 eV. Number 8: energy -10446.55936 eV. Number 9: energy -10442.24484 eV. Number 10: energy -10435.71020 eV. Number 11: energy -14539.96129 eV. Number 12: energy -17109.85148 eV.